1.
104
Properties=species:S:1:pos:R:3:forces:R:3 method="wB97M-V/def2-TZVPD" relative_energy_kj_mol=0.0 lumo_energy_ha="-0.0875 / -0.0875" s_squared=2.01 charge=+1 spin_multiplicity=3
C -8.00243 -3.44157 0.97497 0.582 0.250 -0.262
C -7.35481 -2.40616 0.05619 0.176 -0.006 0.360
C -5.84440 -2.33465 0.31572 -0.501 -0.037 -0.655
C -5.04191 -1.70321 -0.83762 0.431 -0.492 0.570
C -3.84839 -2.57439 -1.24004 -0.061 0.557 0.121
C -2.75620 -2.59414 -0.16635 -0.140 -0.281 -0.501
C -1.81605 -1.38918 -0.33079 -0.085 -0.382 0.429
C -1.23584 -0.85012 0.93420 -0.264 0.215 0.854
N 0.13171 -0.56402 0.98567 -0.816 -0.017 0.536
C 0.40591 -0.08680 2.18528 -0.190 0.061 -0.216
F 1.58635 0.29860 2.51155 0.388 0.233 0.277
N -0.68015 -0.03515 2.94842 0.156 -0.345 -0.476
C -0.80691 0.44050 4.33091 -0.007 0.388 0.172
Br 0.73455 -0.00105 5.40796 0.022 -0.180 -0.034
C -1.11845 1.95486 4.44204 -0.265 0.001 -0.228
C -1.27059 2.67695 3.12114 -0.129 -0.085 -0.066
Br -2.78727 2.15488 5.44638 0.119 0.012 0.067
C -1.76211 -0.51874 2.16660 0.842 -0.278 -1.280
C -3.16552 -0.61069 2.65567 0.496 -0.028 0.457
C -3.44183 -1.81316 3.54926 -0.498 -0.108 -0.423
F -3.13616 -1.51344 4.86151 0.228 -0.031 0.280
H -7.75174 -4.43222 0.60826 -0.192 -0.254 -0.017
H -9.07359 -3.31997 1.05221 -0.226 -0.097 0.025
H -7.54666 -3.36127 1.95829 -0.189 0.040 0.321
H -7.78655 -1.42457 0.23321 -0.135 0.181 -0.104
H -7.52634 -2.66014 -0.98485 -0.117 -0.035 -0.212
H -5.71349 -1.79316 1.24986 0.215 -0.036 0.220
H -5.50625 -3.36034 0.45252 0.191 -0.156 0.209
H -4.64389 -0.74382 -0.50794 -0.140 0.376 -0.237
H -5.67153 -1.56039 -1.70696 -0.189 0.246 -0.106
H -3.41270 -2.15508 -2.14581 0.088 -0.125 -0.251
H -4.18144 -3.57839 -1.48000 -0.078 -0.202 0.018
H -2.19583 -3.51428 -0.29747 0.298 -0.085 0.198
H -3.19531 -2.64313 0.82351 -0.125 0.059 0.201
H -2.32696 -0.60121 -0.87600 -0.066 0.273 -0.029
H -0.98014 -1.71962 -0.94059 0.125 0.126 -0.287
H 0.78415 -0.70428 0.22696 0.275 -0.047 0.023
H -1.61332 -0.13083 4.75760 -0.113 -0.165 0.065
H -0.37233 2.43644 5.05287 0.183 0.028 0.150
H -0.45575 2.45386 2.43774 0.235 0.069 -0.039
H -1.30400 3.74731 3.27628 0.039 0.186 0.083
H -2.20125 2.40022 2.63665 -0.123 -0.103 -0.169
H -3.83100 -0.63748 1.80423 -0.110 0.048 -0.259
H -3.39293 0.28098 3.23585 -0.280 0.181 0.005
H -2.88268 -2.69330 3.24658 0.231 -0.101 0.023
H -4.49779 -2.06388 3.50243 -0.176 0.031 0.098
C 6.05000 -0.45076 -0.87544 0.045 -0.176 -0.155
C 4.69450 -0.95181 -0.30530 0.861 0.780 -0.348
C 4.70056 -0.96165 1.23156 -0.132 -0.291 0.310
C 5.40320 -2.15706 1.87256 0.001 -0.002 -0.107
C 4.90307 -3.46463 1.26193 -0.136 0.293 0.297
C 5.04631 -3.48970 -0.25776 0.955 -0.589 -0.371
N 4.35326 -2.30016 -0.84487 -1.107 -0.097 1.232
O 3.07522 -2.47737 -0.88556 0.070 -0.043 -0.411
C 6.53839 -3.52999 -0.63193 0.023 0.183 -0.021
C 4.42799 -4.75959 -0.82808 -0.326 -0.021 -0.035
C 3.64318 0.04106 -0.76972 -0.411 0.129 -0.095
H 6.60643 -1.22688 -1.38959 -0.044 -0.002 0.049
H 5.89299 0.32937 -1.62001 -0.089 0.059 0.067
H 6.69169 -0.03908 -0.09651 -0.024 -0.022 0.033
H 3.66277 -0.95314 1.58677 0.003 -0.077 -0.118
H 5.15008 -0.03098 1.58154 -0.024 0.061 -0.059
H 6.48681 -2.06637 1.77032 0.002 -0.021 -0.062
H 5.20162 -2.15716 2.94524 0.028 0.028 0.008
H 5.44489 -4.31264 1.68281 0.036 -0.038 -0.060
H 3.85012 -3.60376 1.52913 -0.030 0.011 -0.106
H 6.66907 -3.49034 -1.71400 -0.020 -0.002 -0.007
H 6.96966 -4.46594 -0.27959 -0.095 -0.068 0.012
H 7.12688 -2.73118 -0.18721 -0.033 -0.026 0.015
H 3.39133 -4.88678 -0.52277 0.010 0.078 -0.029
H 4.98848 -5.62151 -0.46972 0.088 0.018 0.022
H 4.46632 -4.75727 -1.91778 0.001 0.022 0.000
H 3.53363 0.02524 -1.85455 -0.001 -0.030 0.005
H 3.92761 1.05078 -0.47192 0.144 -0.017 0.045
H 2.66651 -0.16743 -0.32742 0.084 -0.002 -0.049
C -0.06476 4.35823 -4.56979 -0.166 -0.161 0.054
C 0.14780 4.93030 -3.14035 0.011 0.013 -1.176
C 1.59969 4.74477 -2.66398 0.152 -0.174 0.391
C 1.95059 3.35041 -2.14301 -0.049 0.019 -0.025
C 0.91403 2.89403 -1.12197 0.516 0.164 -0.002
C -0.49756 2.93123 -1.69010 -0.314 -1.155 -0.456
N -0.81460 4.29916 -2.18222 0.908 0.537 1.161
O -1.10152 5.07717 -1.19563 -0.419 -0.043 -0.224
C -0.63589 1.86750 -2.79625 0.071 0.076 -0.119
C -1.47465 2.52054 -0.60304 -0.283 0.183 0.308
C -0.12238 6.42737 -3.22869 -0.126 0.166 0.278
H -0.71106 3.48632 -4.59226 0.040 0.040 0.036
H -0.55470 5.09165 -5.20810 0.068 0.107 0.038
H 0.87899 4.08678 -5.04392 0.023 0.001 0.032
H 1.79547 5.46082 -1.86005 -0.120 -0.002 0.026
H 2.26797 5.01563 -3.48157 -0.041 0.053 -0.056
H 2.02502 2.62967 -2.96149 -0.037 0.018 -0.016
H 2.93411 3.37522 -1.66960 0.033 0.037 -0.064
H 1.13965 1.87573 -0.78646 -0.062 -0.046 -0.044
H 0.97852 3.53360 -0.23476 -0.148 0.077 -0.054
H -1.62893 1.90203 -3.24640 -0.009 0.019 0.016
H -0.50022 0.87397 -2.36283 -0.006 0.025 0.097
H 0.10048 1.95979 -3.58934 -0.010 0.003 0.024
H -1.37580 3.12390 0.29608 0.003 0.134 -0.073
H -1.25968 1.48329 -0.33723 -0.023 0.002 -0.016
H -2.51255 2.58008 -0.93568 0.027 0.029 -0.058
H -1.16675 6.62507 -3.47002 -0.003 -0.034 -0.012
H 0.49727 6.84280 -4.02294 0.029 -0.050 -0.059
H 0.11871 6.94891 -2.30461 -0.055 -0.060 0.016

2.
98
Properties=species:S:1:pos:R:3:forces:R:3 method="wB97M-V/def2-TZVPD" relative_energy_kj_mol=0.0 lumo_energy_ha=0.1308 charge=-2
Na -0.92444 1.40056 1.11819 -0.168 -0.300 0.496
C -4.00341 -2.03914 3.12792 -0.036 0.021 0.032
C -3.63787 -0.74898 2.44346 0.010 0.001 -0.003
N -2.81291 0.09780 2.94394 0.105 -0.008 -0.043
N -2.47187 -0.15874 4.23866 -0.063 0.007 0.003
C -1.25487 0.12987 4.63541 0.039 -0.100 0.077
N -1.14108 0.14214 6.02904 0.026 -0.008 -0.002
S 0.17834 0.37702 3.75015 -0.197 0.036 -0.323
C -4.35494 -0.39516 1.19340 -0.023 -0.006 -0.059
C -4.56596 -1.34486 0.18953 0.006 -0.031 -0.011
C -5.30558 -1.00569 -0.92632 -0.017 -0.017 0.015
C -5.83677 0.27256 -1.01350 0.025 0.017 0.018
C -5.56724 1.15337 0.02219 0.036 0.021 -0.041
N -4.85339 0.84274 1.09888 -0.016 -0.012 0.052
H -3.14170 -2.42708 3.66910 0.007 -0.013 -0.003
H -4.36324 -2.78350 2.41683 -0.025 0.021 -0.013
H -4.79501 -1.86885 3.86543 0.017 0.012 0.022
H -1.89169 -0.35566 6.48506 -0.007 0.000 0.006
H -0.21549 -0.09516 6.34544 0.008 0.001 0.006
H -4.11430 -2.32537 0.26660 -0.003 0.007 0.020
H -5.44528 -1.72092 -1.72834 0.000 -0.006 -0.011
H -6.42035 0.58989 -1.86845 0.003 0.001 -0.009
H -5.94380 2.17212 -0.01639 0.016 0.003 -0.007
Cl -2.77007 3.51455 -0.38161 0.010 -0.023 0.028
C -2.85836 2.17350 -1.52157 -0.027 0.045 0.054
C -2.19247 1.00624 -1.18968 0.086 -0.008 0.009
C -2.40249 -0.02999 -2.08256 0.011 0.015 -0.025
Cl -1.74031 -1.62303 -1.71860 -0.053 0.019 -0.025
C -3.16623 0.06992 -3.24423 0.021 0.002 -0.026
Cl -3.40074 -1.27848 -4.31082 -0.007 0.000 0.011
C -3.77364 1.28622 -3.54680 0.029 0.012 -0.020
Cl -4.73544 1.45533 -4.97731 0.001 -0.002 0.013
C -3.62910 2.35489 -2.66809 -0.006 -0.024 -0.025
Cl -4.41770 3.86287 -3.01400 -0.011 -0.004 0.006
F 1.29928 6.61975 2.81527 0.008 0.013 0.012
C 0.31625 5.76825 3.12606 0.074 -0.082 0.060
F -0.84989 6.38943 2.91244 -0.012 0.019 0.001
F 0.40539 5.47675 4.42018 -0.009 0.004 0.025
S 0.37855 4.26810 2.06202 -0.066 0.137 -0.193
O -0.75275 3.47902 2.46093 -0.036 0.072 -0.102
O 0.36869 4.80203 0.72022 -0.002 0.021 -0.056
N 1.77539 3.70915 2.52132 -0.005 0.023 -0.042
S 2.42443 2.53818 1.69552 -0.073 -0.090 0.024
O 3.44464 1.89157 2.45116 0.021 0.007 0.060
O 1.46137 1.75683 0.95476 0.196 0.162 -0.126
C 3.40898 3.41973 0.37476 0.004 -0.028 0.009
F 2.70726 3.59770 -0.74366 -0.140 0.041 -0.156
F 4.49363 2.70273 0.05821 0.012 -0.039 -0.015
F 3.82331 4.62164 0.79295 0.045 -0.012 0.045
C -0.43989 4.52839 -2.68172 -0.002 0.014 -0.044
C 0.67130 3.64619 -3.12942 0.012 0.046 0.014
C 1.72575 4.04949 -3.90306 0.054 -0.015 0.006
C 2.72145 3.09741 -4.19529 -0.034 0.008 0.022
N 2.67704 1.84695 -3.79403 -0.007 0.034 0.030
C 1.62826 1.43458 -3.03560 -0.110 0.019 -0.006
S 1.40721 -0.10465 -2.46337 0.131 -0.161 -0.126
N 0.65119 2.36550 -2.72960 0.026 0.029 0.032
C 3.93177 3.48972 -4.99289 -0.005 0.001 0.004
H -0.33343 5.51788 -3.12121 -0.007 0.000 0.004
H -0.42528 4.61557 -1.59433 0.013 0.009 0.053
H -1.40659 4.10851 -2.96858 0.050 0.024 0.009
H 1.79853 5.07189 -4.24104 0.002 -0.003 -0.007
H -0.10593 2.02027 -2.14175 -0.052 -0.021 0.054
H 3.84019 4.49453 -5.40313 -0.001 -0.001 -0.002
H 4.08636 2.77383 -5.79929 0.002 -0.004 0.002
H 4.80974 3.44843 -4.34659 -0.002 0.003 0.001
C 4.54297 -4.86210 -0.19427 -0.005 -0.002 -0.001
C 5.56365 -3.75578 -0.44339 -0.014 -0.005 0.005
C 4.97880 -2.48298 -1.05400 -0.010 -0.013 -0.018
C 3.96858 -1.75256 -0.17132 -0.009 0.029 0.007
N 2.63182 -2.31204 -0.27826 0.096 0.025 0.058
C 1.83811 -2.61640 0.77938 -0.042 -0.021 -0.015
S 2.40957 -2.79519 2.34287 0.104 -0.146 0.017
N 0.54489 -2.82913 0.43260 -0.038 0.118 0.000
C -0.56357 -2.96419 1.36677 0.028 -0.069 0.068
C -1.35250 -4.25743 1.16938 -0.019 -0.004 -0.019
C -0.73517 -5.50852 1.79350 0.012 0.006 -0.010
C 0.57532 -5.95922 1.15516 -0.006 -0.003 -0.013
H 5.03575 -5.77636 0.14630 0.003 -0.001 -0.002
H 3.98931 -5.09576 -1.10734 0.002 -0.001 -0.003
H 3.82252 -4.56712 0.56902 0.001 -0.001 0.002
H 6.35356 -4.12996 -1.10446 -0.001 0.000 -0.004
H 6.04922 -3.49763 0.50358 0.001 0.000 -0.001
H 4.50438 -2.71937 -2.01323 0.009 0.027 -0.013
H 5.79401 -1.78952 -1.28109 0.011 -0.003 0.028
H 3.92226 -0.69735 -0.45483 -0.020 -0.005 -0.017
H 4.25525 -1.79985 0.87821 0.022 0.008 -0.004
H 2.16607 -2.07627 -1.14488 -0.004 0.006 0.082
H 0.27889 -2.48868 -0.48141 0.007 0.023 0.028
H -1.23215 -2.11102 1.23924 0.012 0.078 -0.020
H -0.15360 -2.89908 2.37426 -0.026 0.019 0.005
H -1.50844 -4.42240 0.09569 -0.016 0.015 0.001
H -2.34567 -4.10427 1.60345 0.011 0.002 0.020
H -1.46575 -6.32287 1.73006 -0.004 0.004 0.001
H -0.57131 -5.32066 2.85939 0.006 0.000 0.000
H 0.46308 -6.07469 0.07357 -0.004 -0.003 0.001
H 0.89636 -6.92009 1.56576 0.000 -0.001 -0.002
H 1.37097 -5.23782 1.33808 0.005 0.005 0.005

Q: Which value of charge does entry 1 give?
A: +1

Q: Which of these has the lowest charge?
A: C31H37Cl5F6N9NaO4S5

Q: Which of these has the highest charge?
A: C33H61Br2F2N4O2